{
  "formula": "C22H63NO10",
  "method": "wB97M-V/def2-TZVPD",
  "e_above_lowest_kcal_mol": 0.0,
  "total_energy_ha": -1683.030175,
  "smiles": "COCCNCCOC.CCO.CCO.CCO.CCO.CCO.CCO.CCO.CCO",
  "species": ["C", "O", "C", "C", "N", "C", "C", "O", "C", "H", "H", "H", "H", "H", "H", "H", "H", "H", "H", "H", "H", "H", "H", "H", "C", "C", "O", "H", "H", "H", "H", "H", "H", "C", "C", "O", "H", "H", "H", "H", "H", "H", "C", "C", "O", "H", "H", "H", "H", "H", "H", "C", "C", "O", "H", "H", "H", "H", "H", "H", "C", "C", "O", "H", "H", "H", "H", "H", "H", "C", "C", "O", "H", "H", "H", "H", "H", "H", "C", "C", "O", "H", "H", "H", "H", "H", "H", "C", "C", "O", "H", "H", "H", "H", "H", "H"],
  "coordinates": [[8.486, 24.398, 20.255], [9.832, 24.776, 20.338], [10.766, 23.723, 20.608], [10.520, 23.028, 21.926], [10.441, 23.990, 23.015], [9.924, 23.393, 24.224], [9.828, 24.401, 25.349], [8.936, 25.421, 24.945], [8.743, 26.383, 25.938], [8.100, 23.856, 21.125], [8.299, 23.777, 19.366], [7.896, 25.311, 20.166], [11.725, 24.238, 20.620], [10.713, 22.985, 19.799], [11.313, 22.307, 22.140], [9.598, 22.430, 21.839], [9.857, 24.766, 22.726], [10.566, 22.563, 24.531], [8.909, 22.965, 24.092], [10.802, 24.838, 25.596], [9.409, 23.897, 26.232], [8.265, 25.966, 26.838], [8.079, 27.160, 25.558], [9.685, 26.859, 26.243], [4.102, 22.787, 16.812], [5.527, 23.254, 17.002], [5.613, 24.670, 16.824], [3.617, 23.293, 15.978], [3.482, 22.953, 17.696], [4.057, 21.707, 16.627], [6.207, 22.749, 16.316], [5.825, 23.047, 18.035], [6.240, 24.858, 16.123], [7.479, 19.519, 18.991], [7.849, 20.853, 19.614], [7.787, 20.753, 21.046], [7.364, 19.572, 17.906], [6.531, 19.189, 19.422], [8.219, 18.739, 19.193], [7.090, 21.577, 19.300], [8.826, 21.213, 19.295], [6.953, 21.179, 21.290], [3.529, 18.535, 17.941], [4.398, 17.316, 17.871], [4.299, 16.784, 16.547], [3.985, 19.376, 17.414], [3.328, 18.823, 18.973], [2.580, 18.330, 17.444], [4.045, 16.552, 18.575], [5.433, 17.524, 18.165], [4.664, 15.895, 16.555], [9.192, 17.971, 16.159], [9.901, 16.691, 16.543], [11.243, 16.739, 16.061], [9.284, 18.157, 15.088], [9.568, 18.823, 16.723], [8.120, 17.869, 16.343], [9.379, 15.831, 16.111], [9.880, 16.577, 17.633], [11.535, 15.843, 15.876], [9.487, 22.179, 16.233], [10.788, 21.483, 16.552], [10.872, 21.318, 17.972], [9.591, 22.772, 15.326], [9.230, 22.846, 17.060], [8.668, 21.468, 16.124], [11.639, 22.060, 16.183], [10.814, 20.495, 16.083], [11.595, 20.716, 18.172], [4.224, 17.366, 21.515], [4.288, 16.162, 22.409], [4.613, 15.035, 21.589], [3.350, 17.319, 20.860], [5.115, 17.464, 20.898], [4.059, 18.270, 22.105], [3.317, 16.007, 22.894], [5.038, 16.296, 23.194], [4.631, 14.243, 22.133], [9.162, 17.195, 22.870], [10.119, 18.287, 22.403], [9.668, 19.579, 22.792], [8.199, 17.334, 22.377], [9.052, 17.216, 23.952], [9.537, 16.212, 22.569], [10.195, 18.249, 21.310], [11.117, 18.133, 22.816], [9.167, 19.951, 22.052], [2.842, 22.210, 21.749], [4.027, 21.427, 21.212], [5.268, 22.110, 21.392], [3.047, 22.679, 22.709], [1.984, 21.538, 21.840], [2.531, 22.988, 21.048], [3.896, 21.227, 20.149], [4.088, 20.455, 21.713], [5.428, 22.156, 22.341]]
}

{
  "formula": "C42H33CdN17O3",
  "method": "wB97M-V/def2-TZVPD",
  "e_above_lowest_kcal_mol": 15.8,
  "total_energy_ha": -2944.647459,
  "species": ["Cd", "C", "C", "C", "C", "N", "C", "N", "C", "N", "C", "N", "C", "C", "C", "C", "C", "N", "C", "C", "C", "C", "C", "C", "H", "H", "H", "H", "H", "H", "H", "H", "H", "H", "H", "H", "C", "N", "C", "N", "C", "N", "C", "C", "C", "C", "C", "C", "C", "N", "N", "C", "O", "C", "C", "C", "C", "C", "C", "N", "C", "N", "C", "N", "C", "H", "H", "H", "H", "H", "H", "H", "H", "H", "H", "H", "H", "H", "H", "H", "H", "N", "C", "C", "N", "C", "C", "N", "H", "H", "H", "H", "H", "O", "N", "O"],
  "coordinates": [[-1.153, 1.094, -1.326], [-0.295, 0.741, 3.420], [-1.516, 1.249, 3.865], [-2.624, 1.098, 3.074], [-2.503, 0.453, 1.821], [-1.317, -0.006, 1.384], [-0.267, 0.130, 2.182], [-3.653, 0.182, 1.177], [-3.908, 0.099, -0.082], [-3.175, 0.491, -1.150], [-3.890, 0.281, -2.287], [-3.613, 0.583, -3.504], [-2.481, 1.082, -4.049], [-2.644, 2.041, -5.073], [-1.546, 2.481, -5.769], [-0.305, 1.908, -5.495], [-0.236, 0.964, -4.492], [-1.271, 0.573, -3.751], [-5.200, -0.299, -1.940], [-6.285, -0.681, -2.702], [-7.403, -1.163, -2.032], [-7.424, -1.257, -0.647], [-6.330, -0.872, 0.118], [-5.219, -0.396, -0.547], [0.594, 0.825, 4.029], [-1.587, 1.734, 4.828], [-3.600, 1.439, 3.380], [0.662, -0.284, 1.798], [-3.637, 2.418, -5.264], [-1.640, 3.241, -6.534], [0.582, 2.189, -6.044], [0.710, 0.489, -4.258], [-6.264, -0.594, -3.778], [-8.276, -1.464, -2.595], [-8.311, -1.636, -0.159], [-6.344, -0.938, 1.195], [3.891, -2.090, -2.352], [2.915, -1.050, -2.190], [1.665, -1.128, -1.711], [1.154, 0.078, -1.599], [2.148, 0.886, -2.038], [3.227, 0.234, -2.389], [4.324, -2.654, -1.019], [4.792, -3.960, -0.934], [5.203, -4.480, 0.283], [5.132, -3.717, 1.432], [4.652, -2.411, 1.357], [4.266, -1.880, 0.129], [4.502, -1.619, 2.554], [4.763, -1.968, 3.780], [4.399, -0.952, 4.571], [3.929, -0.013, 3.804], [3.972, -0.375, 2.500], [3.355, 1.256, 4.184], [3.059, 1.535, 5.518], [2.435, 2.725, 5.839], [2.086, 3.630, 4.846], [2.393, 3.365, 3.518], [1.979, 4.307, 2.415], [0.848, 3.766, 1.708], [0.801, 2.770, 0.813], [-0.447, 2.542, 0.475], [-1.150, 3.441, 1.193], [-0.394, 4.192, 1.953], [3.036, 2.181, 3.194], [4.745, -1.632, -2.862], [3.485, -2.886, -2.983], [1.178, -2.050, -1.473], [2.053, 1.950, -2.122], [4.833, -4.570, -1.824], [5.570, -5.494, 0.334], [5.435, -4.105, 2.391], [3.917, -0.859, 0.085], [3.312, 0.808, 6.273], [2.194, 2.942, 6.869], [1.573, 4.545, 5.104], [2.798, 4.454, 1.706], [1.666, 5.269, 2.823], [1.649, 2.255, 0.409], [-2.215, 3.549, 1.125], [3.294, 1.963, 2.169], [-0.002, -4.685, 0.392], [-0.780, -3.974, -0.477], [-0.912, -2.575, -0.383], [-1.532, -1.878, -1.312], [-2.083, -2.548, -2.321], [-2.008, -3.930, -2.383], [-1.347, -4.644, -1.481], [0.177, -4.285, 1.298], [-0.112, -5.686, 0.358], [-0.514, -2.023, 0.456], [-2.588, -1.964, -3.075], [-2.481, -4.498, -3.173], [0.049, 2.866, -2.278], [-0.920, 3.653, -2.349], [-2.001, 3.220, -1.921]]
}

{
  "formula": "C60H58Ge2N5O3S2Sc",
  "method": "wB97M-V/def2-TZVPD",
  "total_charge": -1,
  "multiplicity": 2,
  "e_above_lowest_kcal_mol": 3.4,
  "total_energy_ha": -8531.810983,
  "species": ["Sc", "C", "O", "C", "N", "C", "C", "C", "C", "C", "C", "C", "C", "C", "C", "C", "C", "N", "C", "N", "C", "C", "O", "C", "C", "C", "C", "C", "C", "H", "H", "H", "H", "H", "H", "H", "H", "H", "H", "H", "H", "H", "H", "H", "H", "H", "H", "H", "C", "C", "N", "N", "C", "S", "S", "C", "C", "C", "C", "C", "C", "C", "C", "C", "C", "C", "C", "C", "O", "H", "H", "H", "H", "H", "H", "H", "H", "H", "H", "H", "H", "H", "H", "C", "Ge", "C", "C", "C", "H", "H", "H", "H", "H", "H", "H", "H", "H", "H", "C", "Ge", "C", "C", "C", "C", "C", "C", "C", "C", "C", "C", "C", "C", "C", "C", "C", "C", "H", "H", "H", "H", "H", "H", "H", "H", "H", "H", "H", "H", "H", "H", "H"],
  "coordinates": [[-0.294, 0.327, 0.312], [-1.401, -0.478, -4.332], [-0.015, -0.706, -4.003], [0.139, -0.323, -2.719], [-0.886, 0.096, -2.096], [-2.044, -0.047, -2.996], [-2.905, 1.186, -3.133], [-2.516, 2.418, -2.627], [-3.305, 3.544, -2.840], [-4.502, 3.438, -3.535], [-4.909, 2.199, -4.022], [-4.110, 1.082, -3.826], [1.505, -0.451, -2.171], [2.515, -0.768, -3.047], [3.821, -0.901, -2.532], [4.016, -0.732, -1.202], [2.923, -0.414, -0.336], [1.648, -0.257, -0.843], [3.227, -0.268, 1.027], [2.485, 0.089, 2.074], [3.299, 0.052, 3.289], [4.699, 0.082, 2.698], [4.524, -0.466, 1.386], [3.073, 1.137, 4.311], [2.166, 2.178, 4.162], [1.999, 3.111, 5.182], [2.755, 3.034, 6.341], [3.687, 2.008, 6.485], [3.832, 1.064, 5.482], [-1.816, -1.404, -4.721], [-1.461, 0.301, -5.088], [-2.661, -0.860, -2.622], [-1.586, 2.500, -2.077], [-2.970, 4.507, -2.470], [-5.120, 4.316, -3.699], [-5.848, 2.106, -4.557], [-4.429, 0.116, -4.213], [2.296, -0.904, -4.095], [4.648, -1.135, -3.190], [5.000, -0.819, -0.766], [3.111, -0.907, 3.785], [5.417, -0.527, 3.240], [5.066, 1.106, 2.628], [1.586, 2.285, 3.254], [1.266, 3.900, 5.054], [2.623, 3.764, 7.131], [4.292, 1.941, 7.382], [4.533, 0.241, 5.615], [-4.758, -0.725, -0.659], [-3.314, -0.936, -0.260], [-2.626, 0.023, 0.275], [-3.423, 1.131, 0.563], [-2.998, 1.867, 1.538], [-1.499, 1.818, 2.350], [-4.135, 3.101, 2.139], [-5.744, 2.468, 1.569], [-6.407, 1.476, 2.499], [-5.771, 0.304, 2.920], [-6.422, -0.595, 3.754], [-7.721, -0.344, 4.188], [-8.359, 0.819, 3.782], [-7.704, 1.718, 2.947], [-2.731, -2.265, -0.520], [-3.584, -3.312, -0.913], [-3.120, -4.578, -1.204], [-1.747, -4.826, -1.128], [-0.885, -3.830, -0.730], [-1.350, -2.546, -0.369], [-0.510, -1.684, 0.097], [-4.993, -1.306, -1.552], [-4.921, 0.326, -0.864], [-5.440, -1.024, 0.143], [-5.555, 2.040, 0.586], [-6.376, 3.350, 1.457], [-4.753, 0.096, 2.604], [-5.905, -1.497, 4.068], [-8.226, -1.045, 4.842], [-9.371, 1.029, 4.114], [-8.209, 2.629, 2.637], [-4.649, -3.132, -0.972], [-3.810, -5.365, -1.484], [-1.361, -5.811, -1.366], [0.182, -4.006, -0.664], [-1.496, -2.001, 3.007], [0.449, -1.832, 2.822], [1.420, -3.336, 2.024], [0.904, -1.874, 4.774], [1.036, -0.044, 2.164], [-1.710, -2.914, 3.575], [-2.042, -2.027, 2.069], [-1.836, -1.137, 3.586], [0.829, -4.254, 2.090], [2.362, -3.481, 2.559], [1.632, -3.126, 0.973], [0.139, -2.435, 5.326], [0.910, -0.849, 5.164], [1.878, -2.329, 4.993], [0.713, 0.562, 2.994], [2.855, 2.783, -0.473], [0.841, 2.827, -0.351], [0.692, 3.796, -2.134], [0.748, 5.190, -2.259], [0.749, 5.814, -3.505], [0.697, 5.057, -4.670], [0.656, 3.671, -4.577], [0.655, 3.061, -3.326], [0.711, 4.430, 0.872], [1.791, 4.776, 1.645], [1.760, 5.859, 2.560], [0.629, 6.604, 2.710], [-0.524, 6.303, 1.939], [-1.707, 7.080, 2.054], [-2.804, 6.806, 1.291], [-2.775, 5.725, 0.382], [-1.653, 4.955, 0.262], [-0.483, 5.217, 1.024], [3.227, 3.798, -0.636], [3.143, 2.169, -1.335], [3.341, 2.361, 0.416], [0.793, 5.803, -1.364], [0.791, 6.897, -3.565], [0.694, 5.542, -5.641], [0.620, 3.067, -5.478], [0.631, 1.976, -3.279], [2.719, 4.217, 1.551], [2.648, 6.096, 3.136], [0.593, 7.432, 3.411], [-1.721, 7.901, 2.766], [-3.704, 7.402, 1.391], [-3.660, 5.490, -0.197], [-1.643, 4.117, -0.424]]
}

{
  "formula": "C4H5N3S",
  "method": "wB97M-V/def2-TZVPD",
  "e_above_lowest_kcal_mol": 55.6,
  "total_energy_ha": -717.805106,
  "smiles": "N/N=C/C=C\\N=C=S",
  "species": ["N", "N", "C", "C", "C", "N", "C", "S", "H", "H", "H", "H", "H"],
  "coordinates": [[-0.105, -2.223, -0.053], [-0.057, -0.900, 0.034], [-1.106, -0.173, -0.069], [-1.026, 1.256, -0.052], [0.116, 1.977, 0.003], [1.361, 1.460, 0.032], [1.958, 0.414, 0.013], [3.099, -0.648, 0.003], [-0.998, -2.705, 0.009], [0.709, -2.684, 0.319], [-2.099, -0.627, -0.173], [-1.961, 1.793, -0.092], [0.108, 3.059, 0.027]]
}

{
  "formula": "C2I2S2",
  "method": "wB97M-V/def2-TZVPD",
  "e_above_lowest_kcal_mol": 1.9,
  "total_energy_ha": -1467.913743,
  "smiles": "Ic1ssc1I",
  "species": ["I", "C", "S", "S", "C", "I"],
  "coordinates": [[1.747, 1.899, 1.019], [0.409, 0.628, 0.068], [0.407, 0.425, -1.669], [-1.091, -1.197, -0.782], [-0.294, -0.370, 0.584], [-0.744, -0.784, 2.562]]
}

{
  "formula": "C35H28F5IN3O7W",
  "method": "wB97M-V/def2-TZVPD",
  "total_charge": 1,
  "e_above_lowest_kcal_mol": 51.8,
  "total_energy_ha": -2905.227274,
  "species": ["W", "C", "C", "N", "C", "C", "C", "O", "C", "C", "N", "C", "C", "C", "C", "C", "C", "I", "C", "O", "H", "H", "H", "H", "H", "H", "H", "H", "H", "H", "H", "H", "C", "O", "H", "H", "H", "F", "C", "C", "C", "F", "C", "F", "C", "F", "C", "F", "C", "O", "C", "C", "C", "C", "C", "C", "N", "C", "C", "C", "C", "C", "C", "C", "O", "H", "H", "H", "H", "H", "H", "H", "H", "H", "H", "H", "H", "H", "O", "O"],
  "coordinates": [[-0.009, 0.457, -0.538], [-2.936, 2.863, -1.101], [-2.479, 3.201, 0.278], [-2.725, 4.374, 0.800], [-2.186, 4.779, 1.934], [-1.182, 4.064, 2.558], [-0.540, 4.614, 3.812], [-0.278, 3.647, 4.797], [-0.817, 2.811, 2.006], [0.293, 2.049, 2.403], [0.625, 0.909, 1.787], [1.641, 0.139, 2.340], [2.783, 0.649, 2.977], [3.744, -0.198, 3.488], [3.602, -1.575, 3.398], [2.489, -2.118, 2.770], [1.545, -1.254, 2.261], [-0.233, -1.941, 1.210], [-1.639, 2.282, 0.956], [-1.552, 1.023, 0.618], [-3.519, 3.682, -1.511], [-3.503, 1.934, -1.101], [-2.043, 2.717, -1.719], [-2.562, 5.706, 2.339], [-1.163, 5.425, 4.209], [0.435, 5.038, 3.544], [-1.086, 3.442, 5.282], [0.868, 2.390, 3.257], [2.925, 1.718, 3.026], [4.619, 0.221, 3.959], [4.358, -2.225, 3.806], [2.365, -3.184, 2.685], [0.747, -1.228, -2.862], [0.395, -1.105, -1.513], [0.779, -2.287, -3.150], [1.736, -0.780, -3.052], [0.007, -0.704, -3.492], [2.208, 2.891, -0.082], [2.946, 1.763, -0.204], [2.263, 0.552, -0.332], [3.124, -0.549, -0.337], [2.557, -1.782, -0.391], [4.510, -0.489, -0.241], [5.231, -1.610, -0.212], [5.127, 0.756, -0.151], [6.451, 0.852, -0.070], [4.329, 1.896, -0.127], [4.887, 3.102, -0.021], [-6.146, 0.241, -2.280], [-5.190, -0.563, -1.617], [-4.794, -0.244, -0.362], [-5.170, 0.915, 0.311], [-4.768, 1.149, 1.614], [-4.025, 0.197, 2.297], [-3.647, -0.961, 1.651], [-3.975, -1.178, 0.312], [-3.595, -2.393, -0.257], [-3.411, -2.714, -1.532], [-3.164, -1.832, -2.609], [-3.602, -2.193, -3.895], [-3.476, -1.336, -4.962], [-2.842, -0.102, -4.799], [-2.312, 0.249, -3.581], [-2.443, -0.594, -2.451], [-1.881, -0.282, -1.322], [-6.402, -0.306, -3.187], [-5.732, 1.214, -2.557], [-7.048, 0.380, -1.680], [-5.777, 1.652, -0.189], [-5.059, 2.067, 2.101], [-3.745, 0.352, 3.327], [-3.089, -1.725, 2.178], [-3.517, -3.144, 0.422], [-3.459, -3.774, -1.750], [-4.111, -3.136, -4.020], [-3.852, -1.618, -5.931], [-2.748, 0.565, -5.641], [-1.749, 1.168, -3.457], [0.240, 1.389, -2.118], [-0.027, 2.215, -1.014]]
}